# 1
DFT (wB97M-V/def2-TZVPD) results for a cluster of 3 separate species, C5H16NO2 in total at a distorted geometry.

Geometry as XYZ:
```
24
C5H16NO2, DFT wB97M-V/def2-TZVPD
C -1.10 -0.88 -1.94
C -0.52 0.28 -1.19
C 0.90 0.02 -0.70
C 1.89 0.18 -1.86
C 3.03 -0.50 -1.86
N -1.47 0.69 -0.07
H -0.76 -1.87 -1.56
H -2.18 -0.94 -2.16
H -0.68 -1.00 -2.95
H -0.49 1.19 -1.83
H 1.05 -0.85 -0.07
H 1.10 0.92 -0.09
H 1.63 1.01 -2.51
H 3.68 -0.32 -2.70
H 3.36 -1.29 -1.19
H -1.15 1.64 0.14
H -1.31 0.12 0.75
H -2.44 0.69 -0.36
H -0.40 1.99 3.08
H -0.71 0.37 2.87
O -0.61 1.27 2.51
H -0.19 -0.73 4.82
H -1.71 -1.13 4.70
O -0.92 -0.87 4.18
```

Its energy relative to the best compared isomer or geometry (same formula, charge and spin) is 29.85 kcal/mol. The calculation puts the energy at -405.072568 hartree. The highest occupied orbital energy comes out at -13.05 eV. The HOMO-LUMO gap is 10.1 eV. As for the charge: +1. The spin multiplicity is 1. The largest force on an atom is 0.04711 Eh/bohr.



# 2
DFT (wB97M-V/def2-TZVPD) results for a cluster of 3 separate species, C5H16NO2 in total at a distorted geometry.

Geometry as XYZ:
```
24
C5H16NO2, DFT wB97M-V/def2-TZVPD
C -1.87 0.34 -2.75
C -1.25 0.92 -1.46
C 0.06 0.21 -1.07
C -0.03 -0.71 0.14
C -0.94 -0.54 2.37
N -0.68 0.02 1.27
H -2.85 0.84 -2.85
H -1.29 0.65 -3.61
H -2.13 -0.71 -2.66
H -1.05 1.97 -1.63
H -2.02 0.93 -0.69
H 0.40 -0.40 -1.91
H 0.86 0.92 -0.94
H -0.57 -1.63 -0.05
H 0.95 -0.98 0.52
H -1.37 0.10 3.13
H -0.93 -1.60 2.56
H -0.78 1.02 1.19
H 2.34 -0.30 2.42
H 1.93 0.28 3.72
O 1.54 -0.14 2.95
H 3.03 -0.68 -0.92
H 3.78 -0.24 0.30
O 2.88 -0.28 -0.05
```

Its energy relative to the best compared isomer or geometry (same formula, charge and spin) is 30.10 kcal/mol. The calculation puts the energy at -405.072164 hartree. The highest occupied orbital energy comes out at -14.72 eV. The HOMO-LUMO gap is 10.6 eV. As for the charge: +1. The spin multiplicity is 1. The largest force on an atom is 0.03389 Eh/bohr.



# 3
DFT (wB97M-V/def2-TZVPD) results for a cluster of 3 separate species, C5H16NO2 in total at a distorted geometry.

Geometry as XYZ:
```
24
C5H16NO2, DFT wB97M-V/def2-TZVPD
C 1.93 -0.56 0.38
C 1.28 0.01 -0.93
C 1.02 1.50 -0.96
C -0.17 1.93 -0.52
C -0.88 3.19 -0.68
N 1.12 -1.80 0.80
H 1.93 0.18 1.17
H 2.91 -0.95 0.14
H 0.29 -0.47 -1.01
H 1.78 -0.29 -1.85
H 1.88 2.09 -1.28
H -0.75 1.30 0.20
H -1.98 3.19 -0.70
H -0.57 3.73 -1.58
H -0.63 3.74 0.24
H 0.29 -1.46 1.29
H 1.75 -2.37 1.36
H 0.69 -2.31 0.02
H -2.84 -0.38 1.76
H -2.58 -1.85 1.93
O -2.12 -1.01 1.85
H -1.24 -2.24 -1.27
H -1.92 -2.41 0.09
O -1.18 -2.74 -0.46
```

Its energy relative to the best compared isomer or geometry (same formula, charge and spin) is 37.57 kcal/mol. The calculation puts the energy at -405.060274 hartree. The highest occupied orbital energy comes out at -12.35 eV. The HOMO-LUMO gap is 9.3 eV. As for the charge: +1. The spin multiplicity is 1. The largest force on an atom is 0.04110 Eh/bohr.



# 4
DFT (wB97M-V/def2-TZVPD) results for a cluster of 3 separate species, C5H16NO3S in total at a distorted geometry.

Geometry as XYZ:
```
26
C5H16NO3S, DFT wB97M-V/def2-TZVPD
C -0.07 1.51 1.00
N -0.40 0.48 0.02
C -0.17 -0.91 0.45
C -0.66 -1.89 -0.62
S -1.24 -3.47 0.16
C 1.32 -1.21 0.64
O 1.53 -2.44 1.28
C -0.50 2.86 0.47
H 0.98 1.50 1.28
H -0.66 1.29 1.90
H 0.07 0.71 -0.86
H -0.67 -1.06 1.37
H -1.48 -1.53 -1.23
H 0.15 -2.13 -1.30
H 0.82 -3.05 0.98
H 1.76 -0.42 1.26
H 1.77 -1.12 -0.35
H -0.45 3.66 1.23
H 0.04 3.24 -0.41
H -1.55 2.85 0.15
H 2.51 1.31 -1.76
H 2.85 0.00 -2.42
O 3.23 0.65 -1.80
H -2.43 0.19 -0.52
H -3.40 -0.94 -0.23
O -3.35 -0.09 -0.69
```

Its energy relative to the best compared isomer or geometry (same formula, charge and spin) is 7.58 kcal/mol. The calculation puts the energy at -878.801020 hartree. The highest occupied orbital energy comes out at -3.04 eV. The HOMO-LUMO gap is 5.9 eV. As for the charge: -1. The spin multiplicity is 1. The largest force on an atom is 0.04723 Eh/bohr.



# 5
DFT (wB97M-V/def2-TZVPD) results for a structure of composition C5H16NO4 at a distorted geometry.

Geometry as XYZ:
```
26
C5H16NO4, DFT wB97M-V/def2-TZVPD
N -0.37 -1.19 0.09
C 0.20 -0.79 1.31
C 1.21 0.32 0.99
C 1.61 0.03 -0.49
C 0.52 -0.90 -1.04
C 1.16 -2.22 -1.54
O 1.80 -1.98 -2.78
H -1.34 -0.81 -0.04
H -0.58 -0.40 1.96
H 0.72 -1.62 1.82
H 0.67 1.27 1.02
H 2.06 0.41 1.67
H 2.56 -0.50 -0.42
H 1.31 -1.32 -3.29
H -0.05 -0.45 -1.85
H 2.02 -2.45 -0.91
H 0.52 -3.10 -1.53
H -1.75 1.25 1.42
H -1.37 2.69 2.37
O -1.08 2.17 1.62
H -3.27 0.40 0.77
H 1.80 0.93 -1.06
O -2.47 0.27 1.28
H -2.60 2.32 -0.73
H -1.44 2.75 0.15
O -1.86 2.93 -0.75
```

Its energy relative to the best compared isomer or geometry (same formula, charge and spin) is 0.27 kcal/mol. The calculation puts the energy at -555.685539 hartree. The highest occupied orbital energy (spin up / spin down) comes out at -9.20 / -9.16 eV. As for the expectation value of S²: 0.755. The HOMO-LUMO gap (spin up / spin down) is 9.6 / 5.3 eV. As for the charge: 0. The spin multiplicity is 2. The largest force on an atom is 0.04300 Eh/bohr.



# 6
DFT (wB97M-V/def2-TZVPD) results for a cluster of 2 separate species, C5H16NS in total at a distorted geometry.

Geometry as XYZ:
```
23
C5H16NS, DFT wB97M-V/def2-TZVPD
C 0.91 0.03 -0.04
C 2.31 -0.31 0.45
C 3.33 -0.58 -0.63
N 2.78 0.82 1.37
H 0.27 0.23 0.75
H 0.94 0.87 -0.83
H 0.63 -0.88 -0.59
H 2.27 -1.14 1.20
H 3.47 0.34 -1.30
H 3.00 -1.35 -1.31
H 4.24 -0.89 -0.19
H 2.10 0.98 2.09
H 3.67 0.59 1.82
H 2.84 1.69 0.80
C -1.94 0.87 -1.64
C -2.47 0.80 -0.24
S -2.63 -0.98 0.30
H -2.60 0.45 -2.41
H -1.00 0.30 -1.68
H -1.65 1.90 -1.90
H -1.78 1.25 0.54
H -3.45 1.34 -0.15
H -3.13 -0.62 1.45
```

Its energy relative to the best compared isomer or geometry (same formula, charge and spin) is 22.66 kcal/mol. The calculation puts the energy at -652.777601 hartree. The highest occupied orbital energy comes out at -11.69 eV. The HOMO-LUMO gap is 8.0 eV. As for the charge: +1. The spin multiplicity is 1. The largest force on an atom is 0.07638 Eh/bohr.



# 7
DFT (wB97M-V/def2-TZVPD) results for a cluster of 3 separate species, C5H16O2S in total at a distorted geometry.

Geometry as XYZ:
```
24
C5H16O2S, DFT wB97M-V/def2-TZVPD
C 0.72 2.88 2.92
C -0.50 2.46 2.12
C -1.09 1.05 2.46
C -1.36 0.33 1.25
S -0.25 -0.68 0.31
C 1.09 0.46 -0.17
H 1.51 1.93 3.12
H 1.14 3.62 2.36
H 0.72 3.05 3.95
H -0.40 2.66 0.95
H -1.37 3.19 2.45
H -1.78 1.16 3.33
H -0.19 0.63 2.97
H -2.08 -0.48 1.36
H -1.85 0.96 0.36
H 0.98 1.03 -1.07
H 1.99 -0.11 -0.27
H 1.28 1.26 0.57
O 1.22 -1.83 -2.67
H 0.26 -1.91 -2.95
H 1.33 -0.94 -2.37
O -0.03 -3.41 -5.08
H 0.54 -2.71 -4.71
H -0.65 -3.70 -4.48
```

Its energy relative to the best compared isomer or geometry (same formula, charge and spin) is 65.91 kcal/mol. The calculation puts the energy at -748.667341 hartree. The highest occupied orbital energy comes out at -8.73 eV. The HOMO-LUMO gap is 9.3 eV. As for the charge: 0. The spin multiplicity is 1. The largest force on an atom is 0.11755 Eh/bohr. The SMILES is CCCCSC.O.O.



# 8
DFT (wB97M-V/def2-TZVPD) results for a cluster of 4 separate species, C5H16O3 in total at a distorted geometry.

Geometry as XYZ:
```
24
C5H16O3, DFT wB97M-V/def2-TZVPD
C 0.84 1.41 1.12
C -0.55 1.19 0.44
C -0.51 -0.22 -0.09
C -0.65 -0.59 -1.33
C -0.02 -1.16 1.07
H 1.35 1.14 2.12
H 1.67 0.98 0.57
H 1.00 2.55 1.03
H -1.37 1.27 1.17
H -0.66 1.95 -0.34
H -0.59 -1.62 -1.56
H -0.98 0.19 -2.04
H -0.15 -2.24 0.89
H 1.10 -0.83 1.02
H -0.41 -1.16 2.04
H -3.59 0.53 1.05
H -3.74 1.25 2.31
O -4.19 0.82 1.67
H 1.39 0.22 -3.24
H 2.20 0.80 -1.92
O 1.63 0.10 -2.30
H 2.06 -1.57 -1.54
H 1.75 -2.74 -1.02
O 2.46 -2.25 -1.13
```

Its energy relative to the best compared isomer or geometry (same formula, charge and spin) is 62.53 kcal/mol. The calculation puts the energy at -425.373293 hartree. The highest occupied orbital energy (spin up / spin down) comes out at -14.80 / -14.80 eV. As for the expectation value of S²: 0.753. The HOMO-LUMO gap (spin up / spin down) is 10.8 / 6.1 eV. As for the charge: +1. The spin multiplicity is 2. The largest force on an atom is 0.17294 Eh/bohr.